# 1
The following is a quantum chemistry calculation of a cluster of 5 separate species, C41H75N4O18S in total, from OMol25.

Summary:
HOMO-LUMO gap: 8.0 eV
Total charge: +1
Lowest unoccupied orbital energy: -2.860 eV

Geometry (Å):
C: 8.32 -0.93 0.72
C: 7.16 -1.30 0.76
C: 5.61 -1.55 0.71
C: 5.13 -1.80 -0.81
C: 4.12 -0.70 -1.34
N: 2.71 -1.09 -1.51
C: 1.79 -0.12 -2.02
O: 1.04 0.64 -1.06
C: 0.43 1.81 -1.65
C: -1.13 1.89 -1.39
O: -1.44 2.34 -0.07
C: -2.74 2.99 -0.03
C: -3.91 2.07 -0.58
C: 2.21 -2.17 -0.71
N: 1.95 -3.39 -1.42
C: 2.60 -3.42 -2.75
C: 0.52 -3.75 -1.51
C: -0.53 -2.62 -1.82
O: -1.79 -3.11 -1.28
C: -0.82 -2.45 -3.40
N: -1.59 -3.58 -3.96
N: 2.06 -2.08 0.60
C: 1.61 -3.24 1.44
C: 2.65 -4.47 1.37
C: 1.86 -5.87 1.42
S: 1.47 -6.18 3.21
C: 2.33 -0.84 1.40
O: 1.31 -0.51 2.32
C: 0.02 -0.29 1.72
C: -1.15 -0.34 2.81
O: -2.26 0.37 2.19
C: -3.41 0.30 3.06
C: -4.52 -0.69 2.53
O: -5.40 0.07 1.67
C: -6.45 -0.82 1.18
C: -6.12 -1.17 -0.33
H: 9.38 -0.59 0.82
H: 5.36 -2.45 1.35
H: 5.14 -0.60 1.12
H: 4.81 -2.87 -0.95
H: 6.08 -1.68 -1.43
H: 4.22 0.20 -0.64
H: 4.51 -0.33 -2.34
H: 1.05 -0.58 -2.74
H: 2.38 0.64 -2.65
H: 0.57 1.84 -2.77
H: 0.92 2.73 -1.21
H: -1.51 2.68 -2.12
H: -1.64 0.91 -1.67
H: -2.75 3.94 -0.64
H: -2.93 3.21 1.07
H: -4.03 2.30 -1.69
H: -4.91 2.33 -0.11
H: -3.69 0.98 -0.41
H: 3.70 -3.16 -2.75
H: 2.11 -2.79 -3.55
H: 2.53 -4.49 -3.12
H: 0.13 -4.32 -0.60
H: 0.43 -4.52 -2.35
H: -0.36 -1.62 -1.32
H: -2.53 -2.60 -1.67
H: -1.52 -1.54 -3.46
H: 0.10 -2.16 -3.99
H: -1.28 -4.48 -3.60
H: -1.54 -3.56 -4.99
H: 0.56 -3.56 1.20
H: 1.60 -2.97 2.54
H: 3.31 -4.43 0.45
H: 3.35 -4.49 2.26
H: 2.43 -6.71 0.93
H: 0.87 -5.77 0.89
H: 0.89 -4.98 3.59
H: 2.59 0.05 0.78
H: 3.25 -1.08 2.02
H: 0.01 0.79 1.34
H: -0.23 -0.93 0.83
H: -1.46 -1.40 3.04
H: -0.90 0.26 3.74
H: -3.09 -0.05 4.09
H: -3.91 1.32 3.15
H: -5.16 -1.10 3.39
H: -4.05 -1.58 2.00
H: -6.44 -1.79 1.78
H: -7.48 -0.35 1.32
H: -4.99 -1.13 -0.48
H: -6.57 -0.41 -1.04
H: -6.48 -2.21 -0.57
C: -0.74 6.84 2.95
C: -1.54 6.99 1.67
C: -2.39 8.23 1.63
O: -3.42 7.85 0.72
C: -3.55 6.49 0.82
O: -4.44 5.86 0.35
O: -2.51 5.96 1.55
H: -0.18 5.90 2.94
H: -0.03 7.67 3.07
H: -1.39 6.81 3.82
H: -0.87 6.93 0.81
H: -1.84 9.10 1.26
H: -2.85 8.47 2.59
C: -4.90 9.32 -1.25
C: -5.66 9.87 -2.44
C: -5.24 11.26 -2.83
O: -6.42 11.75 -3.47
C: -7.47 11.10 -2.90
O: -8.61 11.40 -3.06
O: -7.04 10.06 -2.13
H: -5.28 8.33 -0.98
H: -3.83 9.23 -1.48
H: -5.02 9.95 -0.37
H: -5.60 9.18 -3.28
H: -4.40 11.26 -3.52
H: -5.02 11.91 -1.98
C: 3.02 -1.83 7.98
C: 2.43 -2.98 7.20
C: 3.04 -3.17 5.84
O: 1.99 -3.82 5.13
C: 0.82 -3.40 5.70
O: -0.26 -3.60 5.23
O: 1.06 -2.74 6.86
H: 2.49 -1.71 8.93
H: 4.07 -2.00 8.19
H: 2.90 -0.89 7.44
H: 2.47 -3.90 7.79
H: 3.94 -3.80 5.87
H: 3.28 -2.24 5.33
C: 6.18 -6.75 -4.67
C: 4.81 -6.63 -5.31
C: 4.85 -6.12 -6.72
O: 3.55 -5.54 -6.86
C: 3.16 -5.15 -5.62
O: 2.21 -4.46 -5.39
O: 4.01 -5.64 -4.66
H: 6.08 -7.08 -3.63
H: 6.80 -7.46 -5.20
H: 6.68 -5.78 -4.64
H: 4.29 -7.59 -5.25
H: 5.00 -6.91 -7.46
H: 5.59 -5.33 -6.88

---

# 2
The following is a quantum chemistry calculation of a structure of composition C19H20AsMoN4O2S5, from OMol25.

Summary:
HOMO-LUMO gap (spin up / spin down): 6.3 / 6.3 eV
Spin multiplicity: 3
Total charge: +1
Lowest unoccupied orbital energy (spin up / spin down): -3.979 / -3.958 eV

Geometry (Å):
Mo: -0.08 0.37 -0.15
N: -2.46 -2.82 1.55
C: -1.80 -1.67 1.39
S: -0.08 -1.74 1.06
N: -2.45 -0.54 1.55
N: -1.57 0.50 1.40
C: -1.60 1.52 2.18
C: -2.62 1.72 3.23
C: -3.97 1.71 2.90
C: -4.93 1.89 3.89
C: -4.54 2.06 5.21
C: -3.19 2.05 5.55
C: -2.23 1.89 4.56
C: -0.44 2.42 2.05
C: -0.34 3.64 2.70
C: 0.83 4.37 2.59
C: 1.87 3.87 1.83
C: 1.69 2.66 1.18
N: 0.57 1.96 1.27
H: -2.00 -3.70 1.41
H: -3.43 -2.80 1.83
H: -4.27 1.54 1.87
H: -5.98 1.88 3.63
H: -5.28 2.19 5.98
H: -2.89 2.17 6.58
H: -1.18 1.87 4.82
H: -1.17 3.99 3.30
H: 0.93 5.32 3.11
H: 2.81 4.40 1.74
H: 2.48 2.24 0.56
O: 2.79 -4.61 -3.79
C: 2.30 -3.67 -3.24
S: 0.57 -3.23 -3.39
C: 0.66 -1.82 -2.36
C: 1.86 -1.53 -1.81
S: 2.09 -0.13 -0.80
S: 3.21 -2.57 -2.17
S: -0.76 -0.86 -2.10
C: 0.20 2.25 -3.65
As: -1.34 2.51 -2.55
C: -1.70 4.38 -2.41
C: -2.87 1.66 -3.31
O: -1.06 1.99 -0.97
H: 0.03 2.72 -4.62
H: 0.38 1.19 -3.77
H: 1.06 2.73 -3.17
H: -1.87 4.80 -3.40
H: -0.84 4.86 -1.95
H: -2.58 4.52 -1.79
H: -3.18 2.20 -4.20
H: -3.67 1.68 -2.57
H: -2.63 0.63 -3.55

---

Number 1: strongest force on any atom 3.05 eV Å⁻¹. Number 2: strongest force on any atom 0.10 eV Å⁻¹.